A structure of composition C29H46CoN2O6PS, computed with the ωB97M-V functional and the def2-TZVPD basis.

Atoms and positions in Å:
Co  -0.571  -0.516  0.093
O  0.748  0.761  1.312
C  1.239  0.191  2.504
C  1.867  -1.136  2.122
N  0.863  -1.975  1.482
C  -0.064  -2.568  2.439
C  -1.558  -2.414  2.053
O  -2.345  -3.203  2.563
O  -1.852  -1.420  1.305
C  1.406  -2.952  0.552
C  0.545  -3.129  -0.723
O  0.744  -4.139  -1.397
O  -0.223  -2.157  -1.012
H  0.154  1.556  1.512
H  0.428  0.045  3.225
H  1.993  0.844  2.959
H  2.325  -1.620  2.999
H  2.657  -0.927  1.397
H  0.021  -2.059  3.401
H  0.143  -3.627  2.611
H  1.557  -3.934  1.011
H  2.373  -2.600  0.184
S  -1.432  3.030  1.564
C  -2.278  2.277  0.274
C  -3.344  3.011  -0.308
C  -4.133  2.464  -1.285
C  -3.876  1.159  -1.702
C  -2.824  0.496  -1.119
N  -2.017  1.019  -0.176
H  -3.512  4.010  0.068
H  -4.947  3.033  -1.718
H  -4.482  0.671  -2.453
H  -2.588  -0.522  -1.412
O  0.117  0.397  -1.906
P  0.896  1.062  -2.986
C  -0.340  1.982  -4.031
C  -0.059  2.352  -5.494
C  0.576  3.725  -5.698
C  -0.209  4.811  -4.965
C  -0.305  4.479  -3.478
C  -0.998  3.134  -3.260
C  1.551  -0.193  -4.185
C  2.875  0.157  -4.878
C  4.109  -0.190  -4.040
C  4.057  -1.626  -3.520
C  2.787  -1.840  -2.699
C  1.558  -1.595  -3.565
C  2.244  2.046  -2.179
C  1.667  2.783  -0.963
C  2.807  3.114  0.000
C  4.054  3.638  -0.748
C  3.690  4.131  -2.147
C  3.134  2.986  -3.009
H  -1.062  1.154  -4.040
H  -1.027  2.355  -6.007
H  0.552  1.588  -5.981
H  0.617  3.945  -6.769
H  1.606  3.717  -5.339
H  -1.218  4.874  -5.388
H  0.271  5.782  -5.110
H  -0.863  5.254  -2.949
H  0.702  4.454  -3.054
H  -2.038  3.224  -3.590
H  -1.029  2.886  -2.196
H  0.757  -0.194  -4.939
H  2.897  1.220  -5.144
H  2.924  -0.409  -5.815
H  4.176  0.480  -3.179
H  5.005  -0.033  -4.646
H  4.948  -1.838  -2.924
H  4.053  -2.322  -4.366
H  2.771  -1.146  -1.849
H  2.745  -2.855  -2.301
H  0.654  -1.743  -2.975
H  1.548  -2.332  -4.376
H  2.851  1.226  -1.772
H  0.937  2.162  -0.459
H  1.158  3.698  -1.268
H  3.060  2.209  0.557
H  2.448  3.845  0.727
H  4.801  2.843  -0.842
H  4.525  4.447  -0.186
H  4.564  4.563  -2.641
H  2.947  4.928  -2.060
H  3.968  2.430  -3.442
H  2.574  3.413  -3.840

## Properties
- Kohn-Sham gap (spin up / spin down) (eV) = 6.890 / 6.887
- LUMO (spin up / spin down) (eV) = 2.334 / 2.334
- 2S+1 = 2
- total charge = -1
- relative energy (zero: lowest compared OMol25 entry of this formula, charge and spin) (eV) = 1.056
- total energy (eV) = -103841.3442

Löwdin population analysis, charges in e, atoms 1 to 6: atom 1 (Co): 0.67, atom 2 (O): -0.19, atom 3 (C): -0.23, atom 4 (C): -0.17, atom 5 (N): -0.19, atom 6 (C): -0.09



A structure of composition C29H46F30N8O23S10, computed with the ωB97M-V functional and the def2-TZVPD basis.

Atoms and positions in Å:
C  14.930  10.501  14.483
C  13.458  10.538  14.745
C  12.841  11.983  14.673
C  11.347  12.104  14.566
C  10.868  11.441  13.186
C  11.322  9.992  13.059
N  12.796  9.791  13.572
O  13.471  8.801  13.012
C  11.231  9.438  11.625
C  10.514  9.188  14.125
C  13.080  9.844  16.091
H  15.500  11.013  15.227
H  15.185  11.009  13.578
H  15.317  9.498  14.417
H  13.367  12.411  13.772
H  13.246  12.499  15.555
H  11.003  13.114  14.430
H  10.820  11.630  15.401
H  11.292  12.060  12.379
H  9.806  11.339  13.057
H  10.186  9.458  11.334
H  11.635  8.426  11.629
H  11.711  10.088  10.919
H  9.433  9.378  13.873
H  10.614  9.451  15.181
H  10.802  8.084  14.113
H  12.073  10.169  16.421
H  13.836  10.246  16.801
H  13.123  8.755  16.200
C  18.271  19.334  14.696
N  17.117  20.288  14.928
C  16.918  20.488  16.499
C  17.330  21.619  14.354
C  15.905  19.716  14.182
C  15.516  18.348  14.677
O  14.926  18.408  15.935
H  18.365  19.031  13.679
H  18.129  18.449  15.349
H  19.216  19.833  14.905
H  15.949  21.033  16.653
H  17.776  21.109  16.788
H  16.801  19.557  17.051
H  16.483  22.257  14.692
H  17.253  21.498  13.263
H  18.344  21.965  14.632
H  16.182  19.697  13.150
H  14.975  20.319  14.362
H  16.327  17.620  14.590
H  14.744  18.018  13.936
H  14.718  17.503  16.182
C  15.067  14.692  10.231
N  15.516  14.437  11.641
C  16.734  15.299  11.990
C  14.452  14.750  12.619
C  15.989  12.964  11.768
C  15.042  11.909  11.105
O  13.831  11.740  11.770
H  15.809  14.265  9.555
H  14.915  15.779  10.068
H  14.123  14.166  10.125
H  16.283  16.304  11.953
H  17.543  15.187  11.255
H  17.003  15.102  13.019
H  14.257  15.807  12.529
H  14.842  14.474  13.608
H  13.493  14.263  12.399
H  16.042  12.720  12.810
H  16.932  12.890  11.173
H  15.625  10.997  11.054
H  14.889  12.206  10.070
H  13.159  12.340  11.398
C  24.902  17.963  13.206
F  26.293  17.865  13.322
F  24.662  19.245  12.996
F  24.532  17.284  12.122
S  24.280  17.488  14.868
O  25.065  16.374  15.233
O  24.432  18.701  15.586
N  22.875  16.988  14.568
S  21.484  17.558  14.386
O  20.483  17.057  15.322
O  21.462  18.962  14.088
C  20.926  16.905  12.776
F  20.673  15.581  12.790
F  19.960  17.680  12.397
F  21.879  17.036  11.806
C  12.704  18.767  9.989
F  12.348  19.868  9.196
F  11.735  18.517  10.880
F  12.805  17.769  9.096
S  14.268  18.989  10.863
O  14.045  20.055  11.764
O  14.462  17.732  11.408
N  15.242  19.363  9.743
S  16.744  19.689  10.007
O  17.183  20.983  9.537
O  17.187  19.222  11.302
C  17.717  18.532  8.828
F  18.030  17.347  9.450
F  17.108  18.244  7.734
F  18.834  19.267  8.575
C  13.687  15.444  19.041
F  14.051  16.668  19.186
F  14.281  14.735  19.900
F  12.258  15.380  19.270
S  13.759  14.800  17.391
O  13.268  13.437  17.396
O  12.992  15.682  16.564
N  15.362  14.981  17.127
S  16.299  13.920  16.638
O  16.547  12.862  17.595
O  15.935  13.404  15.350
C  17.788  15.022  16.524
F  18.865  14.251  16.568
F  17.720  15.623  15.255
F  17.813  15.975  17.449
C  9.671  12.796  9.111
F  9.401  12.529  7.880
F  8.969  13.982  9.377
F  9.187  11.735  9.809
S  11.458  13.188  9.282
O  11.635  14.217  8.314
O  11.625  13.464  10.688
N  12.277  11.864  8.879
S  13.231  11.675  7.665
O  12.702  11.967  6.374
O  14.566  12.099  7.882
C  13.322  9.820  7.861
F  13.932  9.264  8.874
F  12.001  9.268  7.971
F  13.838  9.375  6.732
C  19.821  11.927  10.365
F  20.175  12.914  9.527
F  20.962  11.439  10.845
F  19.351  12.560  11.397
S  18.755  10.783  9.464
O  17.606  11.572  9.213
O  19.535  10.336  8.352
N  18.513  9.625  10.419
S  17.812  9.389  11.777
O  17.424  10.554  12.507
O  16.827  8.348  11.698
C  19.184  8.565  12.768
F  19.553  7.361  12.278
F  20.264  9.395  12.817
F  18.728  8.469  14.068

## Properties
- Kohn-Sham gap (eV) = 6.148
- LUMO (eV) = -0.039
- total charge = -2
- total energy (eV) = -279703.1855

Löwdin population analysis, charges in e, atoms 1 to 6: atom 1 (C): -0.02, atom 2 (C): -0.39, atom 3 (C): -0.12, atom 4 (C): -0.11, atom 5 (C): -0.10, atom 6 (C): -0.41



A cluster of 3 separate species, C29H46F3I2N6O5P2S2 in total, computed with the ωB97M-V functional and the def2-TZVPD basis.

Atoms and positions in Å:
C  3.754  -0.541  3.015
C  3.110  -0.667  1.544
P  1.394  -1.459  1.900
C  2.037  -3.191  2.002
C  0.365  -0.852  0.413
N  0.429  0.604  0.835
C  0.296  0.773  2.093
S  -0.101  1.275  3.584
O  1.039  -0.866  -0.856
C  0.458  -0.112  -1.918
C  1.118  -0.883  -3.180
C  0.762  -0.272  -4.583
C  0.156  -1.348  -5.574
F  0.870  -2.569  -5.514
C  1.013  1.368  -2.116
C  2.526  1.525  -2.464
C  3.576  0.833  -1.543
F  2.804  2.918  -2.397
C  -1.131  -0.214  -2.086
F  -1.694  0.786  -2.884
N  -1.914  -0.525  -0.825
C  -2.103  0.937  -0.406
O  -2.297  1.285  0.964
N  -2.872  2.532  1.063
O  -3.305  2.602  2.157
C  -3.352  -0.907  -0.977
I  -4.965  -0.228  0.414
C  -3.955  -1.722  -1.923
C  -5.501  -2.046  -1.988
I  -2.949  -2.741  -3.497
C  -1.104  -1.389  0.148
C  -0.964  -2.777  -0.687
C  0.112  -3.839  -0.341
C  -0.004  -4.965  -1.487
S  -1.428  -6.103  -1.132
P  -2.017  -2.126  1.615
N  -2.414  -1.193  2.824
O  -1.112  -3.319  2.436
O  -3.396  -3.036  1.222
H  3.108  -1.054  3.781
H  4.819  -0.870  3.045
H  3.730  0.547  3.307
H  3.001  0.377  1.187
H  3.711  -1.310  0.861
H  2.840  -3.197  2.799
H  2.587  -3.508  1.066
H  1.343  -4.015  2.267
H  2.203  -1.081  -3.002
H  0.662  -1.923  -3.189
H  0.075  0.604  -4.593
H  1.719  0.067  -5.074
H  0.316  -0.973  -6.621
H  -0.936  -1.522  -5.414
H  0.454  1.901  -2.938
H  0.828  2.028  -1.218
H  2.777  1.248  -3.525
H  4.568  0.909  -2.080
H  3.694  1.460  -0.625
H  3.424  -0.252  -1.352
H  -1.186  -1.020  -2.852
H  -1.223  1.596  -0.678
H  -2.965  1.420  -0.947
H  -5.836  -2.619  -1.079
H  -6.110  -1.112  -2.141
H  -5.759  -2.702  -2.855
H  -1.957  -3.317  -0.746
H  -0.677  -2.642  -1.755
H  0.055  -4.434  0.587
H  1.125  -3.397  -0.555
H  0.951  -5.543  -1.416
H  -0.052  -4.522  -2.513
H  -2.141  -6.202  -2.305
H  -2.104  -0.253  2.568
H  -1.391  -4.203  2.139
H  -3.915  -3.039  2.045
N  -5.025  5.125  0.486
C  -4.227  6.205  0.750
C  -4.895  7.333  0.346
C  -6.146  6.918  -0.177
C  -6.200  5.551  -0.075
H  -4.788  4.169  0.675
H  -3.256  6.078  1.201
H  -4.527  8.343  0.419
H  -6.921  7.550  -0.582
H  -6.968  4.848  -0.353
N  6.215  2.948  4.216
C  7.423  2.417  4.577
C  7.238  1.689  5.726
C  5.865  1.780  6.067
C  5.258  2.562  5.116
H  6.055  3.532  3.414
H  8.307  2.603  3.989
H  8.004  1.150  6.260
H  5.376  1.325  6.914
H  4.233  2.876  5.003

## Properties
- Kohn-Sham gap (eV) = 5.884
- LUMO (eV) = -3.909
- total charge = +1
- total energy (eV) = -114581.6746

Löwdin population analysis, charges in e, atoms 1 to 6: atom 1 (C): -0.14, atom 2 (C): -0.34, atom 3 (P): 1.06, atom 4 (C): -0.28, atom 5 (C): -0.47, atom 6 (N): 0.04



| no. | F_max (eV/A) |
| --- | --- |
| 1 | 1.1 |
| 2 | 7.9 |
| 3 | 6.0 |